75
Properties=species:S:1:pos:R:3:forces:R:3 method="wB97M-V/def2-TZVPD" spin_multiplicity=6 total_charge=+1 e_tot_ev=-267823.723 lumo_ha="-0.12457 / -0.19583" orbital_gap_ev="6.797 / 4.857"
Fe 0.236 0.319 0.221 -2.131 -1.107 -1.085
O -5.657 -1.462 -1.487 -0.297 -0.170 -0.030
C -4.431 -1.059 -1.156 0.565 0.324 0.167
C -4.002 0.270 -1.276 0.200 -0.182 0.033
C -2.697 0.563 -0.933 0.005 0.904 -0.066
N -1.853 -0.358 -0.508 1.108 0.332 0.395
C -2.254 -1.609 -0.328 0.182 -0.566 0.209
C -3.539 -2.011 -0.632 0.040 0.145 -0.093
C -1.178 -2.503 0.323 -1.739 -0.258 -0.449
O -1.451 -3.657 0.591 0.105 0.065 -0.001
O -0.088 -1.899 0.556 1.807 1.735 0.210
C -2.098 2.003 -0.909 -2.234 -1.425 -0.639
O -2.799 2.923 -1.255 0.375 0.229 0.076
O -0.907 2.001 -0.482 3.250 -0.512 1.242
H -6.203 -0.743 -1.834 0.189 -0.032 0.072
H -4.650 1.067 -1.611 -0.030 0.068 -0.041
H -3.855 -3.030 -0.466 0.064 -0.076 0.006
Se 1.833 1.950 3.063 0.047 0.594 0.379
Se 1.786 -0.335 2.717 -0.222 -0.247 -0.521
C -0.074 -0.635 3.175 0.147 0.176 0.202
C -0.457 -1.506 4.180 0.331 0.116 -0.140
C -1.813 -1.642 4.429 -0.091 0.081 -0.206
C -2.711 -0.919 3.660 0.117 0.035 0.151
C -2.222 -0.060 2.688 -0.307 0.065 0.044
N -0.923 0.079 2.452 0.416 0.003 -0.916
C 2.230 2.681 1.318 0.006 -0.230 0.125
C 2.607 4.018 1.226 -0.041 -0.287 0.186
C 2.936 4.520 -0.022 -0.083 -0.234 0.017
C 2.916 3.664 -1.117 0.014 -0.097 0.206
C 2.533 2.352 -0.918 0.192 0.324 -0.520
N 2.179 1.868 0.273 -1.113 -0.509 0.041
H 0.282 -2.060 4.737 0.042 0.003 0.079
H -2.162 -2.293 5.216 -0.008 -0.106 0.010
H -3.773 -1.013 3.823 -0.082 0.068 -0.029
H -2.890 0.542 2.090 -0.041 0.010 -0.129
H 2.645 4.633 2.114 0.000 0.052 0.005
H 3.216 5.556 -0.134 0.022 0.079 -0.001
H 3.188 4.005 -2.102 0.017 0.008 -0.082
H 2.515 1.654 -1.741 -0.126 -0.035 -0.078
Cl 0.068 -6.453 -5.816 -0.128 -0.070 -0.105
C 1.310 -5.654 -4.936 0.429 0.194 0.247
C 0.991 -4.870 -3.838 -0.080 0.034 -0.026
C 2.001 -4.257 -3.122 -0.016 -0.091 -0.375
C 3.342 -4.415 -3.462 0.245 -0.037 -0.132
C 4.449 -3.867 -2.591 0.129 0.098 -0.097
C 4.472 -2.313 -2.476 0.708 -0.879 0.026
N 3.205 -1.640 -2.386 -0.573 0.573 0.287
C 2.372 -1.355 -3.429 -0.403 0.383 -0.023
C 1.296 -0.700 -2.901 -0.115 0.037 -0.531
N 1.467 -0.577 -1.556 -0.448 0.524 1.374
C 2.621 -1.149 -1.280 0.181 -0.090 0.301
O 4.581 -4.531 -1.348 0.150 0.146 0.001
C 3.522 -4.598 -0.421 -0.010 -0.211 0.322
C 2.410 -5.575 -0.702 0.476 -0.941 -0.399
C 2.510 -6.788 -1.351 -0.713 0.555 0.585
Cl 3.891 -7.463 -2.066 0.377 -0.313 -0.182
S 0.987 -7.624 -1.423 0.543 0.541 0.098
C 0.228 -6.348 -0.567 0.180 0.049 -0.021
C 1.092 -5.345 -0.251 -0.375 -0.291 -0.041
C 3.636 -5.187 -4.590 -0.445 0.182 0.166
Cl 5.265 -5.401 -5.126 0.150 -0.109 -0.111
C 2.633 -5.801 -5.324 -0.095 -0.052 -0.088
H -0.036 -4.747 -3.536 -0.157 -0.018 0.024
H 1.721 -3.655 -2.274 -0.027 0.015 0.107
H 5.407 -4.125 -3.057 -0.286 0.237 0.024
H 4.988 -1.933 -3.362 -0.055 0.032 0.114
H 5.065 -2.064 -1.593 -0.022 0.055 -0.110
H 2.602 -1.631 -4.436 0.046 -0.100 -0.236
H 0.427 -0.309 -3.390 -0.109 0.017 -0.164
H 3.048 -1.200 -0.296 0.183 -0.098 0.094
H 3.073 -3.613 -0.243 -0.010 0.026 0.018
H 4.024 -4.905 0.506 -0.147 0.147 -0.080
H -0.816 -6.397 -0.327 -0.246 -0.002 0.042
H 0.779 -4.463 0.278 -0.073 0.178 0.131
H 2.882 -6.398 -6.186 0.039 -0.064 -0.066

69
Properties=species:S:1:pos:R:3:forces:R:3 method="wB97M-V/def2-TZVPD" spin_multiplicity=1 total_charge=-2 e_tot_ev=-91323.962 lumo_ha=0.16292 de_lowest_kj_mol=12.37 orbital_gap_ev=5.767
Pt -0.342 0.149 0.920 0.017 -0.303 -0.115
S -1.711 2.331 -1.367 0.076 -0.057 -0.036
P -1.270 0.531 -2.081 0.106 0.175 0.003
C -0.432 -0.524 -1.020 -0.227 0.246 0.138
P 0.419 -1.995 -1.266 -0.084 -0.122 -0.050
S 1.524 -2.644 0.241 0.172 0.023 0.076
C -0.616 -3.414 -1.867 -0.001 0.074 -0.108
C -0.292 -4.726 -1.538 0.023 0.018 0.006
C -1.053 -5.784 -2.015 0.005 -0.018 0.010
C -2.157 -5.549 -2.825 -0.002 0.002 0.003
C -2.497 -4.243 -3.148 0.015 -0.009 0.004
C -1.728 -3.189 -2.671 -0.005 0.028 -0.019
C 1.592 -1.824 -2.678 0.023 0.002 0.000
C 2.398 -0.685 -2.689 -0.018 -0.003 -0.031
C 3.378 -0.524 -3.654 -0.037 0.001 -0.010
C 3.571 -1.502 -4.624 0.001 0.001 -0.015
C 2.779 -2.639 -4.616 -0.005 -0.011 -0.002
C 1.794 -2.799 -3.647 0.008 -0.014 -0.008
C -2.914 -0.103 -2.657 -0.045 -0.044 0.066
C -3.406 -0.029 -3.955 -0.047 0.065 -0.009
C -4.664 -0.541 -4.267 0.039 0.017 -0.023
C -5.446 -1.125 -3.283 0.003 -0.020 0.032
C -4.970 -1.185 -1.976 -0.027 0.009 -0.010
C -3.718 -0.681 -1.675 -0.088 0.085 -0.030
C -0.383 0.714 -3.688 -0.053 -0.152 -0.062
C 0.304 1.893 -3.952 0.024 0.011 -0.001
C 1.033 2.043 -5.125 -0.025 0.039 0.042
C 1.076 1.017 -6.058 0.007 -0.026 -0.012
C 0.391 -0.163 -5.809 0.038 0.017 0.021
C -0.329 -0.312 -4.632 0.031 0.012 0.008
H 0.553 -4.892 -0.882 0.009 -0.017 0.005
H -0.790 -6.800 -1.740 0.000 -0.003 -0.003
H -2.756 -6.377 -3.189 0.000 -0.001 0.003
H -3.369 -4.034 -3.757 -0.002 0.001 -0.001
H -2.037 -2.178 -2.897 0.105 -0.160 -0.009
H 2.232 0.073 -1.932 0.008 0.008 0.006
H 3.985 0.374 -3.657 0.006 0.002 -0.002
H 4.331 -1.371 -5.387 0.002 -0.002 0.005
H 2.922 -3.407 -5.369 0.001 0.004 -0.001
H 1.182 -3.693 -3.648 0.003 0.015 -0.010
H -2.812 0.432 -4.735 -0.010 0.003 0.012
H -5.028 -0.480 -5.286 0.001 -0.002 0.000
H -6.421 -1.530 -3.530 -0.002 0.001 0.001
H -5.571 -1.633 -1.193 0.004 -0.001 0.007
H -3.337 -0.723 -0.664 0.006 0.007 -0.047
H 0.248 2.691 -3.221 0.002 0.007 0.005
H 1.568 2.968 -5.310 0.004 -0.002 -0.002
H 1.652 1.131 -6.970 -0.005 0.000 0.000
H 0.432 -0.982 -6.518 0.006 0.002 -0.010
H -0.850 -1.245 -4.456 0.012 0.002 0.026
O -1.942 -2.912 0.578 0.100 -0.188 -0.079
C -2.517 -2.013 1.141 0.038 0.097 0.128
N -2.072 -0.734 1.401 -0.182 0.105 0.081
C -3.028 -0.034 2.118 0.047 -0.045 -0.095
O -2.941 1.088 2.561 -0.017 0.117 0.076
C -4.231 -0.926 2.272 -0.039 0.046 0.047
C -5.464 -0.705 2.849 0.027 0.030 0.008
C -6.384 -1.751 2.813 -0.016 0.002 0.003
C -6.063 -2.968 2.218 -0.012 -0.018 -0.006
C -4.811 -3.175 1.641 -0.018 -0.031 -0.012
C -3.915 -2.129 1.685 -0.057 -0.072 -0.013
H -5.698 0.250 3.302 -0.005 0.003 0.004
H -7.368 -1.618 3.248 -0.001 0.007 0.005
H -6.802 -3.761 2.202 0.003 -0.006 -0.004
H -4.543 -4.110 1.166 0.007 -0.004 -0.005
O 2.352 2.128 2.645 0.072 0.096 0.043
N 1.459 1.510 2.114 -0.097 -0.119 -0.057
O 0.443 1.087 2.745 0.082 0.104 -0.012
O 1.473 1.229 0.870 -0.005 -0.033 0.034

74
Properties=species:S:1:pos:R:3:forces:R:3 method="wB97M-V/def2-TZVPD" spin_multiplicity=1 total_charge=-2 e_tot_ev=-121672.871 lumo_ha=0.13862 orbital_gap_ev=5.839
Ba 0.668 0.698 -0.525 -0.647 1.483 -1.072
O 1.606 1.279 1.342 2.253 1.105 3.992
C 2.680 1.467 1.997 0.335 0.176 0.403
C 2.672 2.160 3.249 -0.089 -0.023 -0.090
C 3.819 2.399 3.963 0.074 -0.071 -0.076
C 5.060 1.949 3.493 0.101 0.090 0.155
C 5.104 1.267 2.296 -0.050 -0.066 -0.105
C 3.960 1.010 1.532 -0.213 0.244 0.303
C 4.128 0.331 0.264 0.229 -0.223 -0.404
N 3.233 0.031 -0.590 1.078 -0.153 0.443
C 3.653 -0.624 -1.804 0.077 -0.278 -0.182
C 3.080 -2.055 -1.916 -0.059 -0.006 0.125
N 2.099 -2.152 -2.980 -0.048 -0.018 -0.136
C 0.996 -2.752 -2.813 0.091 0.038 -0.225
C 0.457 -3.439 -1.614 0.074 0.119 0.315
C 0.121 -4.782 -1.718 0.100 -0.015 0.009
C -0.373 -5.507 -0.641 -0.050 -0.092 -0.009
C -0.567 -4.845 0.568 -0.037 -0.030 -0.056
C -0.292 -3.498 0.686 0.088 0.195 0.035
C 0.229 -2.727 -0.393 -0.065 -0.508 0.009
O 0.432 -1.463 -0.288 -0.330 -4.436 0.346
H 1.708 2.517 3.597 0.007 0.005 -0.015
H 3.768 2.952 4.896 -0.021 -0.008 0.002
H 5.966 2.156 4.050 -0.004 -0.044 -0.011
H 6.061 0.915 1.919 -0.010 0.011 -0.037
H 5.181 0.079 0.036 -0.024 0.003 0.013
H 3.274 -0.058 -2.659 0.044 0.030 0.010
H 4.753 -0.663 -1.868 -0.035 0.053 -0.009
H 3.894 -2.729 -2.207 0.006 0.009 0.055
H 2.707 -2.373 -0.938 0.024 0.017 -0.005
H 0.365 -2.809 -3.705 -0.042 0.024 0.056
H 0.278 -5.282 -2.670 -0.029 0.022 -0.013
H -0.604 -6.561 -0.742 0.003 0.011 -0.005
H -0.949 -5.392 1.425 -0.018 0.029 0.005
H -0.474 -2.971 1.617 0.030 -0.016 0.005
Cl -2.135 3.517 0.436 -0.453 -0.179 0.220
C -0.729 4.241 -0.304 0.705 0.099 -0.317
C 0.373 3.433 -0.555 -0.276 1.919 0.011
C 1.457 4.126 -1.080 -0.828 0.228 0.200
Cl 2.925 3.240 -1.361 0.605 -0.329 -0.140
C 1.454 5.484 -1.390 0.040 -0.041 -0.036
Cl 2.852 6.270 -2.060 0.098 0.064 -0.060
C 0.304 6.232 -1.157 0.022 -0.114 0.034
Cl 0.247 7.913 -1.572 0.006 0.084 0.014
C -0.798 5.604 -0.587 -0.012 -0.069 -0.004
Cl -2.220 6.546 -0.244 -0.103 0.074 0.009
C -4.212 -0.014 4.423 0.043 -0.052 -0.053
C -3.243 0.087 3.276 0.031 0.019 -0.023
C -1.875 -0.046 3.467 -0.056 0.000 -0.010
C -1.020 0.083 2.379 -0.111 -0.082 0.141
N -1.455 0.318 1.149 -0.626 -0.154 0.407
C -2.764 0.423 0.953 -0.127 -0.023 0.031
C -3.691 0.319 1.978 0.034 -0.033 0.065
H -3.687 0.021 5.377 -0.029 -0.009 0.017
H -4.769 -0.952 4.372 -0.014 0.009 0.031
H -4.934 0.803 4.394 -0.008 0.000 0.012
H -1.471 -0.243 4.454 0.010 0.046 0.003
H 0.057 0.013 2.489 -0.009 -0.001 0.037
H -3.072 0.613 -0.071 0.025 0.034 0.008
H -4.750 0.429 1.776 0.011 0.016 -0.048
I -2.007 -1.188 -5.642 -0.026 -0.014 0.008
C -2.934 -1.544 -3.783 0.062 -0.122 0.042
C -4.317 -1.646 -3.732 -0.124 0.005 0.097
C -4.880 -1.932 -2.497 0.041 0.002 -0.115
C -4.054 -2.064 -1.390 0.042 0.002 0.091
C -2.684 -1.925 -1.561 -0.147 -0.024 -0.077
N -2.142 -1.696 -2.755 0.156 -0.105 -0.149
H -4.922 -1.517 -4.617 0.018 -0.004 -0.014
H -5.952 -2.061 -2.411 -0.005 0.065 0.035
H -4.459 -2.273 -0.409 0.016 0.010 0.003
H -1.989 -2.006 -0.733 -0.122 0.026 -0.025
O -1.297 0.930 -2.001 -0.807 0.613 -0.912
N -0.568 0.887 -3.022 -0.695 -0.366 -1.143
O 0.664 1.043 -2.850 -0.226 0.731 -2.219